No. 1
An isolated molecule of C3H5N3O at a distorted geometry. Source: the Open Molecules 2025 dataset; level of theory: wB97M-V/def2-TZVPD.

Each line ends with the Löwdin charge.
Element x y z (Å)
C1 -0.20816 0.10831 0.17904  -0.443
C2 -0.70072 -0.62564 -0.91869  -0.078
C3 0.63620 -0.88178 -1.69222  -0.115
H1 -0.64477 1.85562 2.67272  0.066
H2 0.64879 0.79195 2.38848  0.099
H3 -1.27499 -0.04174 -1.67227  0.136
H4 -1.20149 -1.56721 -0.60936  0.138
H5 0.76968 -1.30797 -2.66169  0.111
N1 -0.02190 1.48672 1.97033  0.002
N2 -0.81440 0.83858 1.01337  0.015
N3 1.63817 -0.56049 -1.01489  0.115
O1 1.17359 -0.09635 0.34518  -0.046

As for the HOMO-LUMO gap: 9.6 eV. For the energy above the lowest of the compared OMol25 structures with the same formula, charge and spin, the calculation gives 91.3 kcal/mol. The value obtained for the electronic energy is -9706.6250 eV. As for the SMILES: N/N=C1/CC=NO1. The spin multiplicity is 1.

=====

No. 2
A structure of composition C3H5N3O at a distorted geometry. Source: the Open Molecules 2025 dataset; level of theory: wB97M-V/def2-TZVPD.

Each line ends with the Löwdin charge.
Element x y z (Å)
C1 1.43618 -0.18316 -0.10213  -0.474
C2 -0.55031 -1.08471 0.21218  -0.052
C3 -0.63744 0.68196 -0.74568  -0.087
N1 0.47466 0.68381 1.24066  0.019
N2 0.62646 -0.72611 0.94011  -0.037
N3 0.61649 1.05958 -0.17624  -0.062
O1 2.43316 -0.46323 -0.67979  0.181
H1 -1.41702 -1.28465 0.87607  0.093
H2 -0.47264 -1.62695 -0.74025  0.090
H3 -0.69371 0.31456 -1.81918  0.096
H4 -1.39456 1.56195 -0.55895  0.114
H5 -0.42125 1.06696 1.55320  0.120

As for the HOMO-LUMO gap: 10.6 eV. For the energy above the lowest of the compared OMol25 structures with the same formula, charge and spin, the calculation gives 141.7 kcal/mol. The value obtained for the electronic energy is -9704.4386 eV. The spin multiplicity is 1.

=====

No. 3
An isolated molecule of C3H5N3O. Source: the Open Molecules 2025 dataset; level of theory: wB97M-V/def2-TZVPD.

Each line ends with the Löwdin charge.
Element x y z (Å)
N1 1.85795 -0.07868 0.26071  0.133
C1 0.44742 -0.17432 0.30321  -0.510
C2 -0.49175 0.92930 0.48008  -0.237
N2 -1.61868 0.56261 -0.29665  0.023
C3 -1.53941 -0.67942 -0.84218  -0.091
O1 -0.24523 0.02388 1.54805  0.058
N3 -0.27149 -1.07260 -0.55120  0.051
H1 2.31706 -0.98137 0.29105  0.085
H2 2.18679 0.36866 -0.58674  0.091
H3 -0.23226 1.98100 0.58350  0.159
H4 -2.45096 1.11677 -0.38244  0.117
H5 0.04057 -1.99584 -0.80739  0.121

As for the HOMO-LUMO gap: 9.5 eV. For the energy above the lowest of the compared OMol25 structures with the same formula, charge and spin, the calculation gives 67.8 kcal/mol. The value obtained for the electronic energy is -9707.6427 eV. The spin multiplicity is 1.

=====

No. 4
An isolated molecule of C3H5N3O at a distorted geometry. Source: the Open Molecules 2025 dataset; level of theory: wB97M-V/def2-TZVPD.

Each line ends with the Löwdin charge.
Element x y z (Å)
C1 -0.22310 -0.91586 0.10852  -0.077
C2 1.06725 -1.13844 0.28530  -0.059
C3 -0.53966 0.57968 -0.01003  -0.156
N1 3.13632 0.60103 -0.10475  0.021
N2 0.79697 1.13245 0.34240  -0.056
N3 1.66994 0.12509 0.22465  -0.160
O1 3.92476 -0.34893 -0.14407  -0.106
H1 -1.04506 -1.56541 0.16980  0.082
H2 1.46603 -2.05603 0.62264  0.110
H3 -0.78877 0.93038 -1.08135  0.127
H4 -1.34282 0.82708 0.81558  0.138
H5 1.19805 1.98332 -0.07238  0.135

As for the HOMO-LUMO gap (alpha / beta): 7.0 / 8.0 eV. For the energy above the lowest of the compared OMol25 structures with the same formula, charge and spin, the calculation gives 144.6 kcal/mol. The value obtained for the electronic energy is -9704.3130 eV. As for the SMILES: O=NN1C=CCN1. The spin multiplicity is 1.

=====

No. 5
An isolated molecule of C3H5N3O. Source: the Open Molecules 2025 dataset; level of theory: wB97M-V/def2-TZVPD.

Each line ends with the Löwdin charge.
Element x y z (Å)
C1 -1.55408 -0.67049 0.50348  -0.001
C2 -0.16640 -0.55021 -0.01576  -0.273
C3 0.78570 0.41472 -0.14398  -0.346
N1 0.80520 1.77464 0.19314  0.093
N2 1.88662 -0.18813 -0.70170  0.066
N3 1.65797 -1.40916 -0.91171  0.026
O1 0.36950 -1.67807 -0.51464  0.003
H1 -1.94858 0.28861 0.83950  0.084
H2 -1.57232 -1.36956 1.34480  0.090
H3 -2.20809 -1.06963 -0.27621  0.088
H4 0.18921 2.32560 -0.39295  0.086
H5 1.74810 2.12555 0.06432  0.083

As for the HOMO-LUMO gap: 9.9 eV. For the energy above the lowest of the compared OMol25 structures with the same formula, charge and spin, the calculation gives 55.1 kcal/mol. The value obtained for the electronic energy is -9708.1963 eV. As for the SMILES: Cc1onnc1N. The spin multiplicity is 1.

=====

No. 6
A cluster of 2 separate species, C3H5N3O in total at a distorted geometry. Source: the Open Molecules 2025 dataset; level of theory: wB97M-V/def2-TZVPD.

Each line ends with the Löwdin charge.
Element x y z (Å)
O1 0.85675 -2.00474 -1.55152  0.038
C1 0.82726 -1.61656 -0.28069  -0.129
C2 -0.00687 -0.62561 0.16284  -0.391
N1 -0.70739 0.10621 -0.76451  0.065
N2 -0.93794 1.19097 -0.12298  -0.062
C3 -0.54684 1.07706 1.21601  -0.260
N3 -0.09324 -0.10358 1.44474  0.110
H1 0.27204 -1.40949 -2.05088  0.100
H2 1.15210 1.79596 0.19206  0.137
H3 1.48184 -2.16850 0.38230  0.123
H4 -1.42750 1.95388 -0.57802  0.152
H5 -0.87021 1.80441 1.95064  0.116

As for the HOMO-LUMO gap (alpha / beta): 6.4 / 9.3 eV. For the energy above the lowest of the compared OMol25 structures with the same formula, charge and spin, the calculation gives 130.8 kcal/mol. The value obtained for the electronic energy is -9704.9123 eV. The spin multiplicity is 1.

=====

No. 7
A cluster of 2 separate species, C3H5N3O in total at a distorted geometry. Source: the Open Molecules 2025 dataset; level of theory: wB97M-V/def2-TZVPD.

Each line ends with the Löwdin charge.
Element x y z (Å)
N1 -2.09964 -0.85825 1.03041  0.087
C1 -0.82298 -1.27596 0.95136  -0.362
N2 0.28915 -1.61369 0.92032  0.140
C2 1.70809 0.29373 0.04597  -0.109
O1 2.32148 -0.48397 -0.81056  0.006
C3 0.71567 1.15656 -0.60711  -0.263
N3 -0.55097 1.20897 -0.43258  0.060
H1 -2.76295 -1.52904 0.66259  0.098
H2 -2.16663 0.05898 0.59139  0.065
H3 3.02028 -0.94980 -0.32360  0.113
H4 1.26776 1.94422 -1.14849  0.114
H5 -0.91929 2.04825 -0.87969  0.052

As for the HOMO-LUMO gap: 8.9 eV. For the energy above the lowest of the compared OMol25 structures with the same formula, charge and spin, the calculation gives 104.6 kcal/mol. The value obtained for the electronic energy is -9706.0466 eV. The spin multiplicity is 1.

=====

No. 8
A cluster of 2 separate species, C3H5N3O in total at a distorted geometry. Source: the Open Molecules 2025 dataset; level of theory: wB97M-V/def2-TZVPD.

Each line ends with the Löwdin charge.
Element x y z (Å)
C1 0.34124 0.66862 -0.51663  -0.026
C2 1.46787 -1.24669 1.67942  -0.075
C3 -0.82469 1.43041 -0.69841  0.043
N1 -0.67803 -0.76589 2.52206  0.448
N2 0.33983 -1.23863 2.27109  0.106
N3 1.20700 -0.03209 -0.32362  0.320
O1 2.53347 -1.82832 1.84423  0.317
H1 -0.91911 2.47162 -0.34834  0.143
H2 -1.79099 0.88606 -0.48065  0.155
H3 -0.83159 1.43721 -1.83107  0.163
H4 2.01806 -0.37536 -0.77699  0.168
H5 2.83384 -2.52173 2.48686  0.236

As for the HOMO-LUMO gap: 7.5 eV. For the energy above the lowest of the compared OMol25 structures with the same formula, charge and spin, the calculation gives 51.2 kcal/mol. The net charge is +2. The value obtained for the electronic energy is -9684.3829 eV. The spin multiplicity is 1.

=====

No. 9
A cluster of 2 separate species, C3H5N3O2S in total at a distorted geometry. Source: the Open Molecules 2025 dataset; level of theory: wB97M-V/def2-TZVPD.

Each line ends with the Löwdin charge.
Element x y z (Å)
C1 0.61913 -0.70094 -0.11256  -0.473
C2 0.60629 -0.66860 2.06769  -0.056
C3 0.86337 -0.05941 -1.40626  -0.013
N1 0.33686 -1.91070 0.18321  0.140
N2 0.30174 -1.90476 1.58626  0.020
N3 -1.15774 1.77682 -0.73673  -0.269
O1 -2.48881 1.91283 1.41527  -0.479
O2 0.77672 0.05573 0.94845  -0.069
S1 -1.20794 2.07299 0.75826  0.905
H1 0.77740 -0.63658 -2.30782  0.084
H2 0.16062 0.70552 -1.57733  0.001
H3 1.85617 0.47963 -1.49363  0.124
H4 0.31863 -2.72104 2.10396  0.102
H5 -1.76244 1.59852 -1.42879  -0.016

As for the HOMO-LUMO gap: 9.0 eV. For the energy above the lowest of the compared OMol25 structures with the same formula, charge and spin, the calculation gives 54.2 kcal/mol. The value obtained for the electronic energy is -22588.8790 eV. The spin multiplicity is 1.

=====

No. 10
An isolated molecule of C3H5N3OS at a distorted geometry. Source: the Open Molecules 2025 dataset; level of theory: wB97M-V/def2-TZVPD.

Each line ends with the Löwdin charge.
Element x y z (Å)
C1 -0.64565 1.04990 0.30648  -0.101
C2 -2.03587 0.94612 0.21820  -0.184
C3 -0.11751 -0.01728 -0.36691  -0.347
N1 -2.40508 -0.06328 -0.51325  0.004
N2 -1.30132 -0.79165 -0.79929  0.004
N3 2.09821 -1.16888 0.58220  -0.166
O1 2.11212 1.23671 -0.01701  -0.475
S1 1.65369 0.00629 -0.60190  0.857
H1 -0.08814 1.93316 0.51701  0.094
H2 -2.81457 1.54289 0.79626  0.130
H3 -1.55910 -1.65106 -1.26131  0.139
H4 2.94948 -0.91138 0.94134  -0.003
H5 2.15374 -2.11152 0.19818  0.050

As for the HOMO-LUMO gap: 9.7 eV. For the energy above the lowest of the compared OMol25 structures with the same formula, charge and spin, the calculation gives 75.5 kcal/mol. The value obtained for the electronic energy is -20542.3830 eV. The spin multiplicity is 1.